(1)
{"formula": "C25H31AsMoN2", "method": "the ωB97M-V functional and the def2-TZVPD basis", "symbols": ["Mo", "C", "N", "C", "C", "C", "C", "C", "N", "C", "C", "C", "C", "C", "C", "H", "H", "H", "H", "H", "H", "H", "H", "H", "H", "H", "C", "C", "As", "C", "C", "C", "C", "H", "H", "H", "H", "H", "H", "H", "H", "H", "H", "H", "H", "H", "H", "H", "C", "C", "C", "C", "C", "C", "C", "H", "H", "H", "H", "H"], "coordinates": [[0.663941, -1.064839, -0.683285], [-1.108412, -0.777112, -3.593257], [-0.557289, -1.530082, -2.465200], [-1.343560, -2.393645, -1.900308], [-0.931575, -3.226178, -0.818298], [-1.597746, -4.248765, -0.137237], [-0.670686, -4.796335, 0.742564], [0.520513, -4.079956, 0.576612], [0.385614, -3.135170, -0.363451], [-1.810038, 0.474514, -3.152782], [-1.098414, 1.635370, -2.865223], [-1.758534, 2.794116, -2.489950], [-3.143278, 2.800687, -2.363560], [-3.860143, 1.645548, -2.631446], [-3.196361, 0.494100, -3.034770], [-1.806256, -1.420773, -4.140167], [-0.279135, -0.540264, -4.263944], [-2.378018, -2.475346, -2.251677], [-2.619773, -4.557130, -0.284789], [-0.826128, -5.620809, 1.417583], [1.456418, -4.197435, 1.099888], [-0.015526, 1.639156, -2.964081], [-1.196646, 3.701135, -2.307581], [-3.657777, 3.706548, -2.070900], [-4.938807, 1.645789, -2.547537], [-3.767454, -0.394101, -3.276071], [1.050750, 3.031969, 0.908805], [-0.350280, 2.464107, 0.993607], [-0.441052, 0.529945, 0.944413], [0.077104, 0.021520, 2.758345], [-0.664844, 0.709939, 3.891130], [-2.380896, 0.202308, 0.944422], [-3.289815, 1.314798, 1.446825], [1.027914, 4.123268, 0.935357], [1.533098, 2.730029, -0.021986], [1.685360, 2.696472, 1.731731], [-0.959715, 2.819766, 0.163208], [-0.857390, 2.760021, 1.914809], [1.158110, 0.184283, 2.801940], [-0.061666, -1.064244, 2.782632], [-0.545287, 1.794027, 3.868280], [-0.293040, 0.372288, 4.860614], [-1.733951, 0.497615, 3.866758], [-2.514242, -0.718042, 1.523187], [-2.621300, -0.042654, -0.094855], [-3.044412, 1.639632, 2.457824], [-4.328620, 0.977972, 1.458822], [-3.244738, 2.191805, 0.802559], [2.281855, -0.589097, -0.234583], [3.706424, -0.490534, 0.130853], [4.483902, -1.648615, 0.151168], [5.822464, -1.596102, 0.505873], [6.406395, -0.386408, 0.860017], [5.640786, 0.769588, 0.844467], [4.303149, 0.720081, 0.474872], [4.028157, -2.594572, -0.112210], [6.407817, -2.506116, 0.508799], [7.449754, -0.345488, 1.143230], [6.079847, 1.722110, 1.112038], [3.723437, 1.629306, 0.445915]], "forces_ev_per_a": [[0.181, 0.421, 0.356], [0.227, -0.224, -0.043], [-0.115, -0.005, -0.139], [-0.424, -0.261, -0.056], [0.206, 0.014, -0.188], [-0.128, 0.049, -0.047], [0.178, -0.008, 0.062], [-0.041, -0.058, 0.115], [-0.419, -0.097, -0.228], [-0.205, 0.183, -0.077], [0.224, 0.007, -0.084], [-0.109, 0.030, 0.072], [0.096, 0.006, 0.012], [-0.021, -0.015, 0.001], [0.030, 0.042, 0.048], [0.024, 0.090, -0.030], [-0.080, 0.032, 0.043], [0.074, -0.200, 0.058], [-0.049, -0.002, -0.026], [-0.003, -0.034, 0.034], [0.013, -0.018, 0.022], [-0.102, -0.034, 0.015], [0.033, 0.001, 0.029], [-0.012, 0.010, 0.001], [-0.022, -0.012, 0.004], [-0.009, -0.043, -0.005], [0.223, 0.040, -0.034], [-0.243, 0.180, 0.092], [-0.036, -0.293, -0.086], [0.103, -0.052, -0.077], [-0.002, 0.023, 0.174], [0.060, -0.096, -0.040], [-0.111, 0.047, 0.044], [-0.010, -0.013, 0.017], [0.024, -0.042, -0.004], [-0.028, -0.035, 0.003], [-0.033, -0.009, -0.036], [0.045, 0.116, -0.061], [-0.082, 0.025, 0.056], [-0.003, 0.089, 0.027], [0.036, 0.007, -0.030], [0.014, -0.022, -0.019], [-0.003, -0.047, -0.027], [-0.008, 0.058, -0.043], [-0.052, 0.020, 0.068], [0.034, -0.036, 0.009], [0.004, -0.001, -0.016], [0.033, 0.024, -0.061], [1.164, 0.039, 0.359], [-0.883, 0.087, -0.329], [0.195, -0.166, 0.044], [-0.086, 0.026, -0.019], [0.049, -0.009, 0.010], [-0.137, 0.020, -0.033], [0.240, 0.063, 0.056], [-0.033, 0.012, -0.016], [0.036, -0.012, 0.013], [0.017, -0.004, 0.002], [0.049, -0.002, 0.011], [-0.122, 0.089, -0.001]], "nbo_charge": [0.60, -0.26, -0.56, 0.10, 0.01, -0.26, -0.32, -0.01, -0.56, 0.05, -0.24, -0.21, -0.22, -0.21, -0.24, 0.19, 0.22, 0.18, 0.22, 0.22, 0.21, 0.23, 0.22, 0.22, 0.22, 0.21, -0.62, -0.72, 1.07, -0.72, -0.62, -0.72, -0.62, 0.21, 0.22, 0.21, 0.23, 0.22, 0.24, 0.24, 0.20, 0.22, 0.20, 0.23, 0.23, 0.20, 0.22, 0.21, -0.23, -0.05, -0.21, -0.21, -0.23, -0.21, -0.22, 0.21, 0.21, 0.21, 0.21, 0.21], "max_force_ev_per_a": 1.22, "mol_weight_da": 530.40, "charge": 0, "gap_ev": [6.90, 7.11], "e_tot_ha": -3384.601289, "de_lowest_kcal_mol": 0.00, "homo_energy_ha": [-0.232, -0.258], "multiplicity": 3, "lumo_ev": [0.582, 0.095]}

=====

(2)
{"formula": "C25H31LaN3OP2", "method": "the ωB97M-V functional and the def2-TZVPD basis", "symbols": ["C", "C", "C", "C", "C", "C", "C", "C", "C", "C", "C", "C", "C", "H", "H", "H", "H", "H", "H", "H", "N", "La", "C", "H", "H", "C", "H", "H", "P", "P", "C", "H", "H", "H", "C", "H", "H", "H", "C", "H", "H", "H", "C", "H", "H", "H", "H", "H", "N", "C", "O", "C", "C", "C", "N", "C", "C", "H", "H", "H", "H", "H", "H"], "coordinates": [[3.149216, -0.591409, -3.497262], [2.653029, -0.108169, -2.290248], [1.724980, 0.970423, -2.340740], [1.174031, 1.410196, -3.558322], [1.699603, 0.919874, -4.759293], [2.689685, -0.064817, -4.717519], [-0.058823, 2.254755, -3.389200], [0.170554, 3.309696, -2.340071], [0.745324, 2.814860, -1.156751], [0.752093, 3.564874, 0.050877], [0.303340, 4.880918, -0.011933], [-0.159673, 5.424473, -1.224493], [-0.244857, 4.645695, -2.385258], [3.868920, -1.416520, -3.486303], [1.324377, 1.301850, -5.716965], [3.089188, -0.477357, -5.645841], [-0.413677, 2.673220, -4.328090], [0.295035, 5.486750, 0.900442], [-0.503828, 6.462846, -1.238031], [-0.633555, 5.072383, -3.319083], [1.257489, 1.522257, -1.153513], [-0.867818, 0.094897, -0.610158], [2.981618, -0.740087, -0.965959], [3.355528, 0.002486, -0.247218], [3.713874, -1.547450, -1.077474], [1.201753, 2.908742, 1.324335], [2.225364, 2.517708, 1.230184], [1.150751, 3.609523, 2.165654], [1.490301, -1.496845, -0.140786], [0.183004, 1.422451, 1.800992], [-1.138167, 2.276270, 2.735957], [-1.755375, 1.525631, 3.248616], [-0.694940, 2.963591, 3.471837], [-1.774408, 2.829960, 2.035853], [1.230084, 0.829763, 3.173234], [1.303338, 1.610240, 3.943369], [0.788838, -0.076914, 3.603004], [2.229034, 0.584911, 2.792191], [1.216334, -2.947065, -1.226799], [2.170738, -3.479008, -1.351788], [0.474478, -3.611145, -0.758993], [0.836183, -2.641669, -2.211844], [2.321502, -2.297540, 1.265452], [1.582317, -2.831185, 1.872668], [3.066627, -3.008008, 0.884728], [2.810479, -1.543814, 1.893145], [-0.872574, 1.542575, -2.921412], [-2.121261, 1.440771, -0.229776], [-5.349801, -4.925681, 2.328665], [-4.165624, -4.585949, 2.920053], [-3.786032, -5.128665, 3.952193], [-3.345031, -3.537344, 2.229989], [-3.690532, -2.929613, 1.013201], [-2.861226, -1.946871, 0.474603], [-1.693264, -1.563317, 1.069095], [-1.346926, -2.169729, 2.244856], [-2.139006, -3.137856, 2.835080], [-5.934710, -5.591649, 2.814816], [-5.753206, -4.427333, 1.548036], [-4.593515, -3.207956, 0.467167], [-3.118215, -1.420001, -0.460734], [-0.406517, -1.841023, 2.697335], [-1.806444, -3.582598, 3.774232]], "forces_ev_per_a": [[-0.441, 0.012, -0.145], [-0.367, 0.271, -0.357], [-0.466, -0.070, 0.324], [0.495, -0.544, -0.301], [-0.025, 0.051, 0.215], [0.211, -0.124, -0.087], [-0.223, -0.331, 0.606], [-0.065, 0.694, 0.486], [-0.128, -0.190, -0.077], [-0.202, 0.042, -0.713], [-0.246, -0.076, -0.249], [-0.053, 0.061, 0.056], [0.134, -0.097, 0.164], [-0.218, 0.318, -0.087], [0.132, -0.279, 0.374], [-0.111, 0.218, 0.252], [-0.272, -0.174, 0.024], [0.017, -0.150, -0.374], [0.168, -0.394, -0.054], [0.070, -0.179, 0.469], [-0.384, -1.277, 1.054], [2.247, -0.236, -2.493], [-0.208, 0.185, 0.165], [0.000, -0.091, -0.162], [0.020, 0.176, -0.020], [0.108, -0.322, -0.258], [-0.139, 0.203, -0.051], [0.113, -0.100, -0.126], [1.759, -0.313, 0.107], [0.134, 1.431, 0.503], [-0.205, -0.172, 0.113], [0.043, 0.269, -0.042], [-0.192, -0.220, -0.157], [0.144, -0.116, 0.149], [0.010, -0.398, -0.003], [0.039, -0.266, -0.192], [0.171, 0.187, 0.123], [-0.183, 0.065, 0.148], [-0.252, -0.104, 0.020], [-0.350, 0.047, -0.081], [0.239, 0.042, -0.161], [0.184, -0.086, 0.153], [-0.052, -0.163, 0.219], [0.232, -0.028, -0.035], [-0.104, 0.139, 0.235], [-0.071, -0.185, -0.130], [0.692, 1.032, -1.077], [-1.777, 1.904, 1.048], [0.267, 0.299, -0.017], [-0.753, -1.216, 0.876], [-0.025, 0.832, -1.114], [0.908, 0.839, -0.425], [-0.042, 0.012, -0.015], [0.993, -0.031, 0.976], [-1.200, -1.392, 0.772], [-0.404, 0.500, -1.055], [-0.117, -0.102, 0.092], [0.150, 0.111, -0.059], [0.137, -0.180, 0.318], [0.319, 0.166, 0.170], [-0.159, -0.390, 0.407], [-0.381, -0.115, -0.223], [-0.321, 0.005, -0.276]], "mulliken_charge": [-0.92, 0.25, 0.72, 0.53, -1.12, -0.66, -0.16, 0.39, 0.93, 0.00, -0.89, -0.73, -1.11, 0.39, 0.44, 0.38, 0.67, 0.38, 0.37, 0.44, -0.56, 1.20, -1.22, 0.37, 0.61, -1.21, 0.42, 0.57, 0.89, 0.98, -1.39, 0.40, 0.47, 0.36, -1.36, 0.46, 0.35, 0.29, -1.45, 0.45, 0.41, 0.36, -1.29, 0.35, 0.48, 0.32, -0.45, -0.28, -0.30, 0.31, -0.59, 1.02, -0.92, -0.38, -0.01, -0.12, -0.79, 0.26, 0.14, 0.28, 0.44, 0.34, 0.46], "max_force_ev_per_a": 3.36, "mol_weight_da": 590.40, "charge": 1, "gap_ev": 5.24, "e_tot_ha": -1924.859338, "homo_energy_ha": -0.340, "lumo_ev": -4.022}

=====

(3)
{"formula": "C25H31N2O4SeSiY", "method": "the ωB97M-V functional and the def2-TZVPD basis", "symbols": ["Y", "N", "C", "C", "C", "C", "C", "C", "C", "C", "C", "C", "C", "C", "H", "H", "H", "H", "H", "H", "H", "H", "H", "H", "O", "N", "O", "O", "C", "C", "C", "C", "C", "C", "C", "O", "C", "C", "C", "H", "H", "H", "H", "H", "H", "H", "H", "H", "H", "H", "H", "C", "Si", "C", "C", "Se", "H", "H", "H", "H", "H", "H", "H", "H", "H"], "coordinates": [[-0.154905, 1.565735, -1.006094], [-1.534743, -0.460586, -2.091926], [-0.894563, -1.635792, -1.594022], [-1.589515, -2.502226, -0.760598], [-0.934342, -3.546539, -0.125117], [0.422012, -3.739217, -0.338098], [1.100627, -2.909518, -1.220971], [0.462497, -1.859912, -1.874988], [1.141114, -1.026983, -2.906570], [1.772914, -1.680422, -3.966076], [2.310318, -0.949422, -5.014083], [2.192419, 0.433101, -5.006344], [1.575223, 1.068132, -3.934779], [1.043005, 0.375892, -2.837909], [-2.544474, -0.522011, -2.046859], [-1.227194, -0.249866, -3.038075], [-2.652518, -2.349773, -0.599040], [-1.485552, -4.204973, 0.534103], [0.944732, -4.544381, 0.161445], [2.151966, -3.076408, -1.422178], [1.822646, -2.764075, -3.980048], [2.792336, -1.457914, -5.839611], [2.576894, 1.015782, -5.835589], [1.483358, 2.148135, -3.962895], [-2.401608, 2.061157, -0.718977], [-2.339387, 2.652215, 0.419632], [-3.334264, 3.008339, 0.993877], [-1.181879, 2.792858, 0.889554], [-2.119529, -3.109532, 6.286495], [-1.977677, -2.369979, 4.988294], [-0.730400, -2.205135, 4.398151], [-0.570790, -1.544095, 3.190806], [0.807751, -1.419475, 2.610666], [-1.723282, -1.034116, 2.551567], [-1.645566, -0.325642, 1.297216], [-0.617947, 0.054575, 0.739332], [-3.001773, -1.199563, 3.131287], [-4.256742, -0.656404, 2.495102], [-3.100341, -1.858482, 4.342744], [-1.184345, -3.115317, 6.844066], [-2.402595, -4.147736, 6.099074], [-2.895306, -2.665964, 6.909712], [0.145542, -2.604152, 4.896550], [1.518283, -1.975701, 3.220112], [1.124179, -0.376826, 2.572989], [0.842250, -1.799134, 1.588093], [-2.600779, -0.098418, 0.805122], [-4.422657, -1.068960, 1.498326], [-4.227791, 0.430827, 2.403978], [-5.121026, -0.916067, 3.102917], [-4.075361, -1.977041, 4.801012], [3.040356, 2.588079, -0.893647], [2.416755, 4.147040, -1.784654], [2.872607, 5.622075, -0.712107], [3.310832, 4.297064, -3.428310], [0.163951, 4.107924, -2.011131], [3.985541, 2.800227, -0.387258], [3.195426, 1.754060, -1.578976], [2.354676, 2.250867, -0.099848], [3.936111, 5.862792, -0.788359], [2.646067, 5.405022, 0.334305], [2.299555, 6.504564, -0.998076], [4.373561, 4.498282, -3.268868], [2.894962, 5.117887, -4.014991], [3.228382, 3.385128, -4.019453]], "forces_ev_per_a": [[-0.341, -0.204, -0.547], [0.138, 0.056, 0.003], [0.063, -0.006, 0.052], [-0.015, 0.019, -0.004], [-0.011, -0.014, -0.013], [0.019, -0.026, -0.047], [-0.053, -0.082, -0.052], [-0.100, 0.041, -0.044], [-0.021, 0.003, 0.015], [0.043, -0.015, 0.039], [0.000, 0.006, 0.003], [0.030, -0.030, 0.017], [0.044, 0.011, -0.023], [-0.085, 0.190, 0.256], [-0.003, 0.045, 0.003], [-0.088, -0.043, -0.039], [0.004, 0.003, 0.011], [-0.003, 0.006, 0.004], [0.001, 0.003, 0.004], [0.005, 0.006, 0.003], [-0.009, 0.000, -0.007], [0.003, 0.004, -0.004], [0.004, -0.005, -0.003], [-0.002, -0.005, -0.014], [-0.101, -0.212, -0.191], [0.067, 0.064, 0.190], [0.037, -0.015, -0.043], [0.053, 0.007, 0.138], [-0.002, -0.006, 0.000], [-0.021, 0.014, -0.022], [0.003, -0.021, 0.001], [-0.022, 0.003, -0.015], [0.006, 0.017, -0.022], [0.081, -0.067, 0.075], [-0.077, 0.096, -0.040], [0.333, 0.105, 0.186], [0.013, 0.019, -0.021], [-0.014, 0.009, 0.001], [0.004, -0.020, 0.012], [-0.001, 0.001, 0.000], [0.000, 0.002, 0.000], [-0.001, 0.002, 0.000], [0.004, 0.005, -0.007], [-0.003, -0.009, -0.001], [0.003, 0.004, 0.003], [0.005, 0.012, 0.039], [0.004, 0.051, 0.034], [-0.005, 0.000, 0.002], [0.002, -0.002, -0.020], [0.004, 0.003, 0.006], [0.000, 0.002, 0.003], [-0.087, -0.019, -0.090], [-0.099, 0.141, 0.103], [-0.010, -0.105, 0.002], [-0.009, -0.043, 0.052], [0.183, -0.058, -0.109], [-0.003, -0.034, 0.008], [-0.004, -0.004, -0.021], [0.055, 0.067, 0.114], [0.014, -0.036, 0.005], [-0.028, 0.038, -0.003], [-0.002, -0.007, -0.030], [0.002, 0.004, 0.026], [-0.011, 0.017, 0.027], [0.009, 0.013, -0.002]], "nbo_charge": [1.95, -0.88, 0.24, -0.28, -0.20, -0.24, -0.18, -0.09, -0.10, -0.21, -0.22, -0.24, -0.17, -0.60, 0.39, 0.42, 0.21, 0.22, 0.22, 0.22, 0.21, 0.21, 0.21, 0.20, -0.61, 0.72, -0.37, -0.52, -0.64, 0.07, -0.24, 0.10, -0.64, -0.18, 0.46, -0.68, 0.07, -0.65, -0.24, 0.22, 0.23, 0.23, 0.21, 0.21, 0.23, 0.24, 0.16, 0.22, 0.24, 0.23, 0.21, -1.11, 1.46, -1.12, -1.13, -0.78, 0.25, 0.26, 0.19, 0.23, 0.24, 0.25, 0.23, 0.24, 0.24], "max_force_ev_per_a": 0.68, "mol_weight_da": 619.49, "charge": 0, "gap_ev": 6.69, "e_tot_ha": -4111.040283, "de_lowest_kcal_mol": 7.41, "homo_energy_ha": -0.284, "lumo_ev": -1.034}

=====

- Number 3 is which compound?
  C25H31N2O4SeSiY